Entry 1:
A molecular structure, C52H50Br2N7O4SSbSiTi. Source: OMol25; level of theory: ωB97M-V/def2-TZVPD.

Computed properties:
E_HOMO (alpha / beta) = -0.7910 / -2.9694 eV
Spin multiplicity = 3
Largest force on an atom = 2.247 eV Å⁻¹
E = -261807.093 eV
Total charge = -2

Each line ends with the Mulliken charge.
CARTESIAN COORDINATES (ANGSTROEM)
1 Ti 0.4560 0.1513 -1.3419  0.175
2 C -0.3273 -0.8118 0.4285  2.506
3 Si -1.8303 -1.8727 0.5082  -0.145
4 C -2.9776 -2.0071 -0.9889  -1.410
5 N -2.4062 -2.1966 -2.3115  1.042
6 C -3.3530 -1.9170 -3.3897  -0.905
7 C -4.2419 -3.1103 -3.7337  -0.795
8 C -3.3570 -4.2941 -4.2012  -0.756
9 C -1.8761 -4.0438 -3.8791  -1.000
10 C -1.7285 -3.4920 -2.4697  0.637
11 C -1.3807 -3.5467 1.2739  1.558
12 C -0.4574 -3.5433 2.3298  -0.789
13 C -0.1119 -4.7088 3.0040  -0.513
14 C -0.6893 -5.9206 2.6381  -0.662
15 C -1.6230 -5.9474 1.6108  -0.807
16 C -1.9660 -4.7728 0.9469  -0.417
17 C -3.1058 -1.2368 1.7706  0.622
18 C -3.6462 -2.0292 2.7900  -0.540
19 C -4.5942 -1.5266 3.6792  -0.795
20 C -5.0334 -0.2144 3.5639  -0.576
21 C -4.5218 0.5903 2.5524  -0.649
22 C -3.5738 0.0839 1.6698  -0.655
23 H 0.5101 -1.3169 0.9161  -0.590
24 H -0.5966 0.0229 1.0901  -0.124
25 H -3.4821 -1.0350 -0.9919  0.630
26 H -3.7504 -2.7668 -0.7476  0.408
27 H -2.7959 -1.6340 -4.2876  0.338
28 H -3.9460 -1.0479 -3.1008  0.519
29 H -4.9571 -2.8242 -4.5093  0.449
30 H -4.8217 -3.3933 -2.8504  0.244
31 H -3.4787 -4.4631 -5.2744  0.411
32 H -3.6700 -5.2111 -3.6934  0.323
33 H -1.4264 -3.3494 -4.5954  0.202
34 H -1.3169 -4.9794 -3.9498  0.552
35 H -0.6769 -3.3708 -2.2083  -0.721
36 H -2.1544 -4.2352 -1.7756  -0.047
37 H -0.0035 -2.6038 2.6350  0.308
38 H 0.6066 -4.6712 3.8153  0.390
39 H -0.4191 -6.8340 3.1549  0.350
40 H -2.0895 -6.8834 1.3264  0.382
41 H -2.7156 -4.8189 0.1651  0.324
42 H -3.3192 -3.0573 2.9024  0.265
43 H -4.9866 -2.1640 4.4639  0.402
44 H -5.7618 0.1809 4.2633  0.363
45 H -4.8572 1.6168 2.4490  0.498
46 H -3.1736 0.7368 0.8997  0.153
47 Br 2.2518 -1.1624 -7.3960  -0.249
48 C 1.5373 -1.1899 -5.6327  -0.386
49 C 0.3102 -0.5369 -5.3810  -1.390
50 C -0.0895 -0.4745 -4.0820  -0.547
51 N 0.5244 -1.0919 -3.0384  1.720
52 C 1.6638 -1.8443 -3.3301  0.964
53 C 2.2095 -1.8181 -4.6432  -1.019
54 C 2.2037 -2.6851 -2.3118  0.482
55 C 3.3306 -3.5283 -2.5261  -1.459
56 C 3.7165 -4.3629 -1.5178  -0.310
57 Br 5.1902 -5.5344 -1.7992  -0.251
58 C 3.0424 -4.4158 -0.2997  -1.001
59 C 1.9640 -3.5503 -0.1807  -0.336
60 N 1.5575 -2.7057 -1.1185  0.670
61 H -0.2517 -0.0444 -6.1587  0.440
62 H -0.9649 0.1076 -3.8331  0.563
63 H 3.1526 -2.2977 -4.8505  0.504
64 H 3.8763 -3.5192 -3.4559  0.472
65 H 3.3312 -5.0804 0.5011  0.455
66 H 1.3815 -3.5547 0.7382  0.119
67 O -1.5441 2.0512 0.1755  -0.486
68 N -0.9177 1.6532 -0.8091  0.804
69 O 0.2986 2.0884 -1.0919  0.618
70 O -1.4398 0.8525 -1.7346  -0.623
71 C 3.1391 -0.6540 1.0226  0.196
72 H 2.6430 -1.6227 0.9945  -0.423
73 H 2.8229 -0.1177 1.9205  -0.304
74 H 4.2158 -0.8159 1.0749  0.416
75 N 3.6598 2.3192 -2.9897  -0.429
76 C 2.3126 2.3017 -3.2385  0.077
77 O 1.6765 1.2514 -3.0174  0.127
78 C 1.7068 3.4629 -3.8089  0.796
79 C 0.3082 3.4659 -4.0979  0.134
80 N -0.8183 3.4841 -4.3562  -0.829
81 C 2.4707 4.6408 -4.0356  -0.376
82 N 3.1374 5.5764 -4.1902  -0.743
83 H 4.1014 3.2198 -2.8945  0.281
84 H 3.9426 1.6071 -2.3283  0.224
85 S 2.7826 0.3094 -0.4706  -0.479
86 Sb 1.0466 2.3701 1.9669  -0.424
87 C 1.2696 4.1385 0.7916  0.516
88 C 2.4258 4.2857 0.0175  -0.041
89 C 2.5512 5.3430 -0.8757  -0.852
90 C 1.5063 6.2468 -1.0329  -0.561
91 C 0.3473 6.0971 -0.2843  -0.807
92 C 0.2288 5.0501 0.6264  -0.591
93 C 2.6753 2.8914 3.3505  0.267
94 C 2.8009 2.0747 4.4826  -0.637
95 C 3.6878 2.3792 5.5088  -0.620
96 C 4.4852 3.5142 5.4217  -0.412
97 C 4.3963 4.3250 4.2990  -0.670
98 C 3.5037 4.0158 3.2730  0.055
99 C -0.3760 3.2265 3.3636  0.015
100 C -1.5770 2.5449 3.5728  -0.350
101 C -2.5338 3.0273 4.4645  -0.366
102 C -2.2884 4.1922 5.1787  -0.505
103 C -1.0842 4.8691 5.0019  -0.657
104 C -0.1405 4.3924 4.0993  -0.320
105 H 3.2130 3.5391 0.0807  0.340
106 H 3.4432 5.4466 -1.4825  0.544
107 H 1.5930 7.0466 -1.7589  0.384
108 H -0.4817 6.7805 -0.4282  0.340
109 H -0.6921 4.9225 1.1831  0.421
110 H 2.1802 1.1861 4.5707  0.297
111 H 3.7523 1.7358 6.3781  0.369
112 H 5.1685 3.7634 6.2247  0.335
113 H 5.0151 5.2121 4.2220  0.382
114 H 3.4474 4.6683 2.4106  0.360
115 H -1.7812 1.6292 3.0236  0.036
116 H -3.4675 2.4908 4.5929  0.455
117 H -3.0338 4.5754 5.8665  0.353
118 H -0.8797 5.7701 5.5684  0.353
119 H 0.7907 4.9342 3.9671  0.411


Entry 2:
A molecular structure, C52H50FN9O3PTc. Source: OMol25; level of theory: ωB97M-V/def2-TZVPD.

Computed properties:
E_HOMO (alpha / beta) = -9.1125 / -8.8282 eV
Spin multiplicity = 2
Relative energy (zero: lowest compared OMol25 entry of this formula, charge and spin) = 0.0 kJ/mol
Largest force on an atom = 1.006 eV Å⁻¹
E = -88488.365 eV
Total charge = +1

Each line ends with the Mulliken charge.
CARTESIAN COORDINATES (ANGSTROEM)
1 Tc 0.4433 -0.6060 -0.4571  -1.173
2 C 0.5099 -3.9219 2.4377  -1.218
3 C 0.9279 -3.1709 1.3390  -0.360
4 N 0.1126 -2.4282 0.6075  0.635
5 C -1.2340 -2.5632 0.8331  0.033
6 C -1.7313 -3.2307 1.9787  1.058
7 C -0.8078 -3.8985 2.8093  -1.212
8 C -3.1220 -3.2497 2.2112  -1.047
9 C -3.9794 -2.6855 1.3082  -1.127
10 C -3.4911 -2.1174 0.1218  0.384
11 C -2.1405 -2.0427 -0.1201  0.293
12 N -1.5553 -1.6352 -1.3916  1.752
13 C -2.1593 -0.5413 -2.1589  0.116
14 C -3.3915 -0.7043 -2.7535  -0.718
15 C -3.9482 0.2917 -3.5642  -1.539
16 C -3.2153 1.4010 -3.8769  -1.193
17 C -1.9021 1.5491 -3.3912  1.436
18 C -1.0767 2.6078 -3.8176  -1.197
19 C 0.1896 2.7049 -3.3145  -1.578
20 C 0.6080 1.7786 -2.3638  -0.945
21 N -0.1218 0.7560 -1.9384  1.884
22 C -1.3808 0.6007 -2.4677  0.276
23 H 1.2294 -4.5048 2.9947  0.504
24 H 1.9712 -3.1424 1.0616  0.522
25 H -1.1559 -4.4163 3.6934  0.504
26 H -3.4976 -3.7376 3.1018  0.467
27 H -5.0469 -2.7119 1.4826  0.464
28 H -4.1941 -1.7105 -0.5867  0.389
29 H -3.9260 -1.6359 -2.6328  0.589
30 H -4.9413 0.1564 -3.9707  0.495
31 H -3.6162 2.1633 -4.5331  0.479
32 H -1.4521 3.3181 -4.5426  0.520
33 H 0.8597 3.4953 -3.6221  0.595
34 H 1.5710 1.8815 -1.8854  0.459
35 C -4.1697 3.0844 5.2733  -1.042
36 O -3.0480 2.6738 4.5103  -0.344
37 C -1.8560 3.2832 4.7559  0.343
38 C -1.6495 4.2806 5.6901  -0.377
39 C -0.3862 4.8448 5.8320  -0.896
40 C 0.6608 4.4196 5.0393  -1.485
41 C 0.4604 3.4232 4.0892  0.181
42 C -0.7902 2.8393 3.9482  0.178
43 N -1.1386 1.8883 2.9726  0.205
44 C -0.3500 1.0867 2.1913  -0.581
45 N 0.8335 0.8053 2.7328  0.098
46 C 1.9759 0.1949 2.2087  -0.694
47 C 2.0505 -0.4078 0.9541  0.889
48 C 3.2699 -1.0849 0.7351  0.415
49 C 4.3316 -1.0868 1.6137  -1.619
50 C 4.2420 -0.4118 2.8243  -0.766
51 C 3.0532 0.2130 3.1243  1.465
52 O 2.8047 0.8780 4.2941  -0.413
53 C 3.8769 1.0287 5.2077  -1.073
54 N -0.7630 0.6738 1.0083  2.136
55 C -2.0215 1.3077 0.7120  -1.606
56 C -3.1842 0.6887 1.1746  -0.146
57 C -4.4456 1.1860 0.9074  -1.260
58 C -4.5689 2.3731 0.2028  -1.051
59 C -3.4300 3.0704 -0.1422  -0.566
60 C -2.1539 2.5816 0.1418  -0.024
61 O -1.1541 3.4367 -0.2037  -0.423
62 C 0.0253 3.5742 0.5796  -0.714
63 H -4.9989 2.4705 4.9326  0.239
64 H -4.4043 4.1373 5.1010  0.420
65 H -4.0047 2.9125 6.3392  0.373
66 H -2.4653 4.6271 6.3088  0.455
67 H -0.2362 5.6283 6.5620  0.406
68 H 1.6399 4.8668 5.1438  0.433
69 H 1.2809 3.1286 3.4497  0.630
70 H -2.1318 1.8498 2.8045  0.260
71 H 0.9530 1.1013 3.6912  0.526
72 H 3.3777 -1.6677 -0.1668  0.247
73 H 5.2461 -1.6127 1.3667  0.480
74 H 5.0750 -0.4155 3.5117  0.486
75 H 4.2093 0.0628 5.5946  0.378
76 H 3.4908 1.6295 6.0268  0.274
77 H 4.7197 1.5452 4.7426  0.408
78 H -3.0731 -0.2034 1.7747  1.303
79 H -5.3235 0.6582 1.2586  0.582
80 H -5.5430 2.7806 -0.0331  0.487
81 H -3.4891 4.0382 -0.6242  0.531
82 H 0.5975 4.3599 0.0880  0.425
83 H 0.6306 2.6679 0.6099  -0.057
84 H -0.2175 3.9008 1.5937  0.403
85 F -1.0616 -5.8058 -5.0447  -0.354
86 C -1.1910 -4.8169 -4.1496  0.132
87 C -0.4332 -3.6696 -4.2989  -0.783
88 C -0.5821 -2.6560 -3.3736  0.578
89 C -1.4418 -2.7857 -2.2904  -0.110
90 C -2.1885 -3.9510 -2.1587  -0.569
91 C -2.0680 -4.9680 -3.0968  -1.023
92 H 0.2533 -3.5783 -5.1305  0.514
93 H -0.0346 -1.7324 -3.4706  -0.612
94 H -2.8647 -4.0937 -1.3291  0.423
95 H -2.6565 -5.8713 -3.0147  0.494
96 C 4.2457 0.2156 -4.4401  -0.949
97 N 3.2040 -0.7062 -4.8692  0.191
98 C 3.7476 -2.0596 -4.8519  -0.963
99 N 4.2351 -2.4457 -3.5353  0.205
100 C 5.2382 -1.4800 -3.0985  -0.972
101 N 4.7467 -0.1066 -3.1125  0.167
102 C 3.7472 0.1357 -2.0896  -1.195
103 P 2.2306 -0.9892 -2.2304  2.781
104 C 1.9905 -0.6030 -4.0765  -1.518
105 C 3.1526 -2.5953 -2.5784  -1.592
106 H 3.8531 1.2352 -4.4447  0.397
107 H 5.0710 0.1508 -5.1518  0.317
108 H 4.5805 -2.1064 -5.5560  0.314
109 H 2.9780 -2.7663 -5.1708  0.363
110 H 6.0914 -1.5443 -3.7765  0.301
111 H 5.5669 -1.7302 -2.0875  0.417
112 H 3.4149 1.1721 -2.1840  0.479
113 H 4.2022 0.0228 -1.1091  0.431
114 H 1.5790 0.4032 -4.1773  0.457
115 H 1.2778 -1.3066 -4.5111  0.678
116 H 2.4162 -3.3007 -2.9770  0.496
117 H 3.5551 -3.0265 -1.6594  0.441


Entry 3:
A molecular structure, C52H50N8O2P2PbSe2. Source: OMol25; level of theory: ωB97M-V/def2-TZVPD.

Computed properties:
E_HOMO = -7.4746 eV
Relative energy (zero: lowest compared OMol25 entry of this formula, charge and spin) = 54.6 kJ/mol
Largest force on an atom = 0.614 eV Å⁻¹
E = -225271.205 eV

Each line ends with the Mulliken charge.
CARTESIAN COORDINATES (ANGSTROEM)
1 Pb -1.0157 1.5845 1.2498  1.502
2 O -0.9079 -2.9255 2.6764  -0.717
3 C -2.1074 -3.2263 2.1594  0.752
4 C -2.3587 -4.5744 1.8929  -0.404
5 C -3.5690 -4.9628 1.3569  -0.527
6 C -4.5650 -4.0227 1.0761  -0.844
7 C -4.3250 -2.6911 1.3435  -0.379
8 C -3.1016 -2.2663 1.8821  0.077
9 C -2.8366 -0.8255 2.0964  0.798
10 O -1.6572 -0.4639 2.4400  -1.000
11 N -3.8536 0.0293 1.9123  -1.327
12 N -3.3814 1.2819 1.9869  0.928
13 C -4.1740 2.2420 2.2727  -1.111
14 C -3.6407 3.5939 2.5401  1.043
15 C -4.4959 4.6461 2.8510  -0.913
16 C -3.9557 5.8689 3.2176  -0.415
17 C -2.5779 6.0172 3.2611  -0.771
18 C -1.7980 4.9254 2.9113  0.005
19 N -2.3097 3.7502 2.5537  0.135
20 H -0.8381 -1.9484 2.7074  0.244
21 H -1.5676 -5.2888 2.0919  0.486
22 H -3.7440 -6.0145 1.1500  0.412
23 H -5.5156 -4.3358 0.6594  0.407
24 H -5.0737 -1.9356 1.1369  0.431
25 H -5.2314 2.0413 2.4451  0.355
26 H -5.5699 4.4918 2.8190  0.421
27 H -4.6042 6.6989 3.4732  0.437
28 H -2.1187 6.9535 3.5591  0.428
29 H -0.7133 4.9929 2.9014  0.173
30 C 1.9447 3.4494 4.1940  -1.534
31 C 2.1966 3.3851 2.7043  0.688
32 C 2.7063 2.2189 2.1298  -0.400
33 C 2.9077 2.1325 0.7583  -0.223
34 C 2.5910 3.2068 -0.0682  -0.397
35 C 2.0908 4.3749 0.4931  -0.551
36 C 1.9067 4.4636 1.8701  -0.346
37 H 1.0796 2.8347 4.4670  0.221
38 H 1.7530 4.4724 4.5266  0.364
39 H 2.7990 3.0613 4.7514  0.450
40 H 2.9119 1.3615 2.7589  0.322
41 H 3.3080 1.2164 0.3343  0.295
42 H 2.7366 3.1322 -1.1413  0.372
43 H 1.8573 5.2266 -0.1365  0.393
44 H 1.5387 5.3919 2.3004  0.476
45 Se 0.5987 -5.3975 -0.4800  -0.298
46 P 2.1157 -4.1391 0.2468  1.160
47 C 3.4626 -4.0045 -0.9755  0.121
48 C 3.1429 -3.5147 -2.2394  -0.217
49 C 4.1044 -3.4423 -3.2346  -0.605
50 C 5.3989 -3.8829 -2.9807  -0.691
51 C 5.7188 -4.4032 -1.7352  -0.733
52 C 4.7536 -4.4698 -0.7334  -0.405
53 C 2.9176 -4.7402 1.7607  0.408
54 C 2.3995 -5.8717 2.3775  -0.767
55 C 2.9830 -6.3618 3.5425  -0.619
56 C 4.0883 -5.7247 4.0844  -0.560
57 C 4.6142 -4.5945 3.4665  -0.743
58 C 4.0299 -4.0982 2.3130  -0.260
59 C 1.6027 -2.4358 0.6430  0.739
60 C 0.7805 -1.4508 0.0737  -0.827
61 N 0.7776 -0.3992 0.9315  0.984
62 N 1.5296 -0.7051 1.9712  -1.035
63 N 2.0421 -1.9156 1.8155  -0.252
64 P -0.1472 -1.1056 -1.4021  0.711
65 Se -1.9649 -0.0114 -0.9721  -0.293
66 C 0.9521 -0.1378 -2.4695  0.560
67 C 0.4200 0.5301 -3.5746  -0.609
68 C 1.2473 1.2795 -4.3965  -0.643
69 C 2.6082 1.3718 -4.1146  -0.597
70 C 3.1378 0.7152 -3.0134  -1.100
71 C 2.3102 -0.0362 -2.1859  -0.476
72 C -0.6846 -2.5616 -2.3056  0.343
73 C -1.7291 -3.3057 -1.7562  -0.150
74 C -2.2431 -4.3829 -2.4558  -0.599
75 C -1.7119 -4.7262 -3.6919  -0.685
76 C -0.6724 -3.9860 -4.2403  -0.674
77 C -0.1600 -2.8940 -3.5522  -0.591
78 H 2.1246 -3.2221 -2.4512  0.329
79 H 3.8421 -3.0533 -4.2139  0.474
80 H 6.1526 -3.8363 -3.7602  0.378
81 H 6.7237 -4.7638 -1.5390  0.410
82 H 5.0077 -4.8896 0.2306  0.450
83 H 1.5392 -6.3628 1.9387  0.255
84 H 2.5717 -7.2435 4.0209  0.406
85 H 4.5421 -6.1039 4.9936  0.387
86 H 5.4769 -4.0934 3.8923  0.398
87 H 4.4332 -3.2100 1.8453  0.482
88 H -0.6444 0.4589 -3.7796  0.551
89 H 0.8324 1.7977 -5.2538  0.477
90 H 3.2548 1.9614 -4.7541  0.414
91 H 4.1956 0.7893 -2.7895  0.531
92 H 2.7191 -0.5335 -1.3157  0.724
93 H -2.1407 -3.0385 -0.7884  0.041
94 H -3.0479 -4.9666 -2.0224  0.462
95 H -2.1102 -5.5772 -4.2338  0.383
96 H -0.2592 -4.2565 -5.2040  0.408
97 H 0.6498 -2.3172 -3.9803  0.391
98 C -3.4105 3.3799 -1.3774  -0.399
99 C -3.7221 4.3176 -2.5821  -0.851
100 N -2.6009 5.2353 -2.8159  -0.233
101 C -1.3833 4.4501 -3.0600  -0.906
102 C -1.0507 3.5701 -1.8214  0.584
103 N -2.0981 3.7221 -0.7951  0.869
104 C -2.1379 5.1378 -0.3799  -0.377
105 C -2.3950 6.0507 -1.6154  -0.877
106 H -3.3903 2.3393 -1.6904  0.063
107 H -4.1600 3.4735 -0.5900  0.486
108 H -4.6214 4.9137 -2.4045  0.270
109 H -3.8852 3.7403 -3.4943  0.331
110 H -0.5694 5.1421 -3.2862  0.359
111 H -1.5477 3.8334 -3.9466  0.363
112 H -0.0964 3.8500 -1.3701  -0.212
113 H -0.9925 2.5162 -2.0861  -0.255
114 H -1.1882 5.3785 0.1011  0.285
115 H -2.9303 5.2554 0.3602  0.151
116 H -1.5481 6.7171 -1.7994  0.257
117 H -3.2783 6.6757 -1.4647  0.390